A 5-piece molecular cluster, C16H30F2N2O15S overall, computed with ωB97M-V with the def2-TZVPD basis set.

* SMILES: C[C@@H](F)CN(OC#N)S(=O)(=O)F.COC(=O)OC.COC(=O)OC.COC(=O)OC.COC(=O)OC
* HOMO level: -0.398 hartree
* energy relative to the best compared isomer or geometry (same formula, charge and spin): 0.0 kJ/mol
* LUMO level: 0.24 eV
* electronic energy: -67037.96215 eV

The geometry in XYZ format:
```
66
Properties=species:S:1:pos:R:3:lowdin_charge:R:1
C 1.90 6.13 7.05 -0.018
C 2.82 5.16 7.79 -0.343
F 2.25 4.91 9.04 -0.022
C 2.97 3.78 7.14 -0.126
N 3.49 3.84 5.77 -0.135
O 2.42 4.14 4.85 -0.033
C 2.75 5.20 4.14 -0.312
N 3.19 6.09 3.56 0.205
S 4.06 2.32 5.25 0.653
O 4.54 2.42 3.92 -0.203
O 4.98 1.79 6.19 -0.212
F 2.73 1.48 5.28 -0.125
H 1.17 5.55 6.47 0.079
H 1.37 6.75 7.77 0.089
H 2.50 6.76 6.39 0.080
H 3.79 5.61 8.00 0.150
H 3.71 3.23 7.73 0.132
H 2.06 3.19 7.18 0.144
C 2.55 -1.53 4.84 -0.030
O 1.53 -2.51 5.03 0.003
C 0.95 -2.47 6.23 -0.624
O 1.21 -1.71 7.12 0.126
O 0.03 -3.44 6.27 -0.003
C -0.68 -3.51 7.51 -0.042
H 2.94 -1.66 3.84 0.097
H 2.14 -0.54 4.93 0.067
H 3.36 -1.67 5.56 0.104
H -1.22 -2.58 7.70 0.097
H 0.00 -3.73 8.33 0.098
H -1.40 -4.32 7.41 0.092
C -1.09 -2.85 2.61 -0.038
O -1.07 -2.47 1.23 0.006
C 0.09 -1.95 0.83 -0.623
O 1.07 -1.79 1.51 0.123
O -0.02 -1.65 -0.46 0.002
C 1.16 -1.08 -1.04 -0.034
H -2.08 -3.25 2.82 0.094
H -0.34 -3.62 2.81 0.100
H -0.92 -1.98 3.25 0.095
H 1.99 -1.77 -0.98 0.098
H 1.41 -0.14 -0.54 0.098
H 0.94 -0.87 -2.08 0.089
C -2.48 -1.14 -4.10 -0.036
O -2.46 -0.76 -5.48 0.004
C -1.30 -0.24 -5.88 -0.620
O -0.32 -0.08 -5.20 0.125
O -1.41 0.06 -7.17 -0.024
C -0.23 0.63 -7.75 -0.028
H -3.47 -1.54 -3.89 0.094
H -1.74 -1.90 -3.90 0.098
H -2.31 -0.27 -3.46 0.099
H 0.60 -0.07 -7.69 0.100
H 0.03 1.57 -7.26 0.099
H -0.46 0.83 -8.79 0.096
C -4.42 -3.53 -12.23 -0.044
O -4.98 -2.77 -11.15 0.003
C -4.15 -1.86 -10.64 -0.625
O -3.02 -1.66 -11.00 0.122
O -4.78 -1.23 -9.66 0.010
C -4.00 -0.22 -9.01 -0.032
H -5.19 -4.22 -12.55 0.092
H -4.15 -2.88 -13.06 0.097
H -3.55 -4.09 -11.89 0.097
H -3.71 0.55 -9.72 0.100
H -3.12 -0.66 -8.54 0.075
H -4.62 0.22 -8.23 0.098
```